# C34H70ClIN7O3

A cluster of 4 separate species, C34H70ClIN7O3 in total in a non-equilibrium geometry (the ωB97M-V functional and the def2-TZVPD basis, the Open Molecules 2025 dataset).

```
116
Properties=species:S:1:pos:R:3
C 2.657 5.605 3.474
C 2.480 4.617 2.295
N 1.528 3.517 2.552
C 2.090 2.254 2.994
C 3.068 2.374 4.184
C 3.474 1.008 4.707
O 4.320 0.301 4.226
I 2.426 0.301 6.462
O 1.015 1.499 3.574
C 0.126 0.823 2.704
C -1.042 1.643 2.199
C -1.751 1.294 1.087
C -2.838 1.996 0.641
N -3.262 3.077 1.277
C -2.562 3.418 2.345
C -1.487 2.763 2.863
C 0.836 0.065 1.556
N 2.307 0.113 1.833
Cl 3.071 -0.920 0.662
C 2.724 1.573 1.729
C 4.221 1.760 1.535
C 4.724 1.933 0.065
O 3.710 2.043 -0.916
C 5.787 0.874 -0.328
N 7.099 1.239 0.258
H 3.687 5.954 3.520
H 1.981 6.446 3.383
H 2.460 5.104 4.422
H 2.056 5.213 1.489
H 3.456 4.300 1.938
H 0.955 3.825 3.331
H 2.490 2.848 4.974
H 3.909 3.033 3.989
H -0.343 0.047 3.311
H -1.462 0.409 0.529
H -3.377 1.649 -0.229
H -2.884 4.317 2.863
H -0.997 3.100 3.760
H 0.598 0.406 0.555
H 0.566 -0.988 1.605
H 2.528 -0.274 2.756
H 2.140 1.956 0.896
H 4.625 2.582 2.109
H 4.726 0.883 1.946
H 5.270 2.871 0.010
H 3.060 1.337 -0.864
H 5.929 0.880 -1.405
H 5.567 -0.103 0.093
H 7.377 2.168 -0.034
H 7.011 1.226 1.267
C 2.054 -4.513 1.369
C 0.825 -4.753 2.236
N -0.371 -5.019 1.465
C -1.592 -4.955 2.253
C -1.782 -5.981 3.375
C -0.282 -6.124 0.522
C 0.090 -7.507 1.067
H 1.863 -3.728 0.633
H 2.891 -4.197 1.996
H 2.368 -5.412 0.840
H 0.652 -3.847 2.829
H 1.052 -5.555 2.953
H -2.449 -5.008 1.576
H -1.646 -3.955 2.700
H -2.017 -6.970 2.985
H -2.620 -5.681 4.006
H -0.904 -6.059 4.017
H 0.450 -5.856 -0.246
H -1.228 -6.196 -0.021
H 0.934 -7.469 1.757
H 0.377 -8.159 0.240
H -0.746 -7.986 1.574
C 0.628 0.789 -5.376
C 1.887 0.960 -6.213
N 2.870 1.833 -5.599
C 3.931 2.239 -6.506
C 4.867 1.155 -7.053
C 3.289 1.467 -4.261
C 3.893 0.070 -4.053
H 0.195 1.757 -5.119
H -0.117 0.225 -5.939
H 0.821 0.238 -4.452
H 1.591 1.400 -7.169
H 2.298 -0.036 -6.441
H 4.531 3.013 -6.020
H 3.461 2.740 -7.358
H 5.570 0.805 -6.298
H 5.460 1.566 -7.872
H 4.320 0.298 -7.446
H 2.423 1.561 -3.598
H 3.993 2.215 -3.893
H 3.314 -0.711 -4.548
H 3.908 -0.166 -2.983
H 4.921 0.011 -4.405
C -9.118 -2.238 -1.056
C -8.190 -1.332 -0.260
N -7.245 -0.608 -1.091
C -6.177 0.019 -0.338
C -6.541 1.133 0.651
C -7.825 0.195 -2.156
C -8.840 1.278 -1.770
H -8.550 -2.915 -1.694
H -9.718 -2.841 -0.373
H -9.809 -1.670 -1.680
H -7.622 -1.962 0.430
H -8.800 -0.658 0.361
H -5.430 0.401 -1.042
H -5.661 -0.770 0.222
H -6.799 2.060 0.141
H -5.681 1.352 1.289
H -7.367 0.853 1.305
H -8.309 -0.483 -2.864
H -7.015 0.653 -2.729
H -9.582 0.915 -1.058
H -9.379 1.606 -2.661
H -8.359 2.159 -1.347
```

Results
Charge: +1
Frontier orbital gap in eV: 5.4
HOMO level in hartree: -0.349
LUMO energy in eV: -4.148
Multiplicity: 1